No. 1
# FH14MnO7

A molecular structure, FH14MnO7 at a distorted geometry (the ωB97M-V functional and the def2-TZVPD basis, the OMol25 dataset).

Last column: Mulliken spin population.
Element x y z (Å)
Mn 0.00 0.57 -0.30  4.826
F -1.40 -0.64 0.52  0.052
O -0.47 -0.63 -2.11  0.020
O 1.03 1.12 1.55  0.025
O -1.69 1.93 -0.98  0.021
O 1.42 1.73 -1.55  0.026
O 1.87 -0.83 -0.09  0.011
O -0.74 -3.06 0.21  0.001
O -1.21 -0.34 3.15  0.000
H 1.02 1.73 -2.46  0.000
H -0.87 0.51 3.50  0.000
H 1.64 -1.41 0.64  -0.002
H -1.02 -1.33 -2.33  0.001
H 2.35 1.44 -1.56  0.002
H -1.03 -2.11 0.36  0.001
H -1.27 -0.28 2.17  0.003
H 1.60 1.91 1.44  0.001
H 1.28 0.89 2.46  0.004
H -0.82 -3.35 1.12  0.000
H 2.53 -1.33 -0.57  0.005
H -2.28 1.44 -1.54  -0.002
H -2.15 2.77 -0.86  0.004
H 0.21 -0.73 -2.75  0.002

Computed properties:
<S²>: 8.75
Spin multiplicity: 6
HOMO (spin up / spin down) (eV): -13.20 / -13.21
Orbital gap (spin up / spin down) (eV): 9.301 / 9.304
ΔE to the lowest compared entry with this formula, charge and spin (kcal/mol): 9.52
E_tot (Eh): -1785.79262
Charge: +1

---

No. 2
# FH14O7V

A molecular structure, FH14O7V at a distorted geometry (the ωB97M-V functional and the def2-TZVPD basis, the OMol25 dataset).

Last column: Mulliken spin population.
Element x y z (Å)
V -1.05 -2.20 -0.38  3.018
F 0.07 -0.60 0.14  -0.027
O -0.70 1.54 1.51  -0.001
O -2.74 -0.34 -0.71  0.003
O 2.23 0.49 1.56  0.000
O 0.30 -1.28 2.74  0.003
O -1.87 2.07 -1.23  0.000
O 1.17 -2.68 -1.35  -0.001
O 0.96 1.09 -1.46  -0.001
H 1.61 0.08 0.95  0.001
H 1.22 -1.17 2.84  0.000
H -0.98 1.71 -1.08  0.000
H -1.96 3.00 -1.08  0.000
H -0.25 0.91 0.93  0.004
H -0.26 2.36 1.39  0.000
H 1.88 1.14 -1.25  0.000
H 1.31 -2.07 -2.06  0.001
H 2.93 -0.13 1.51  0.000
H 1.46 -3.47 -1.78  0.001
H 0.06 -0.77 1.96  -0.006
H -2.54 0.54 -0.92  0.001
H -3.54 -0.50 -1.25  0.001
H 0.71 0.29 -0.98  0.004

Computed properties:
<S²>: 3.75
Spin multiplicity: 4
HOMO (spin up / spin down) (eV): -13.56 / -13.56
Orbital gap (spin up / spin down) (eV): 7.295 / 7.387
ΔE to the lowest compared entry with this formula, charge and spin (kcal/mol): 98.94
E_tot (Eh): -1578.65386
Charge: +1